6 unconnected molecules or ions with the total composition C57H65Br4F3N3O22 at a distorted geometry. Source: the OMol25 dataset; level of theory: the ωB97M-V functional and the def2-TZVPD basis.

The geometry in ORCA input format:
```
! RIJCOSX wB97M-V def2-TZVPD def2/J DEFGRID3
* xyz 1 1
C -5.458 -2.642 3.135
C -5.587 -2.613 1.637
O -6.364 -3.316 1.040
N -4.779 -1.674 0.948
C -3.329 -2.024 1.021
C -2.656 -1.620 -0.288
C -2.361 -0.111 -0.349
C -1.555 0.234 -1.623
C -0.314 1.128 -1.358
C 0.414 1.315 -2.733
Br -0.340 0.511 -4.288
C 1.529 2.015 -2.956
C 2.202 2.163 -4.294
Br 2.421 2.947 -1.565
C 0.626 0.311 -0.432
N 0.926 0.831 0.939
O 2.344 0.910 1.024
C 0.526 -0.139 2.023
C 1.264 -1.483 1.905
C 2.198 -1.777 3.096
C 1.319 -2.171 4.313
C 3.144 -2.928 2.643
C 4.616 -2.464 2.619
C 5.385 -3.144 1.515
C 5.194 -2.821 0.177
C 5.689 -1.545 -0.438
C 4.487 -3.788 -0.731
C 0.374 2.188 1.267
C -0.890 2.608 0.536
C -1.059 4.113 0.847
C -2.490 4.596 0.570
C -3.384 4.719 1.797
F -4.482 5.442 1.422
Br -2.565 5.756 3.221
C -3.957 3.338 2.289
F -5.181 3.541 2.787
F -4.094 2.494 1.258
Br -2.945 2.483 3.720
N -0.664 2.471 -0.900
H -5.765 -3.630 3.472
H -4.448 -2.435 3.486
H -6.132 -1.912 3.585
H -5.048 -1.810 -0.024
H -2.871 -1.492 1.858
H -3.215 -3.105 1.146
H -1.673 -2.111 -0.291
H -3.203 -1.967 -1.166
H -3.304 0.438 -0.306
H -1.833 0.116 0.577
H -1.225 -0.707 -2.058
H -2.208 0.783 -2.299
H 1.658 2.846 -4.945
H 2.318 1.193 -4.777
H 3.211 2.542 -4.142
H 1.582 0.180 -0.931
H 0.214 -0.691 -0.337
H 2.539 1.390 1.846
H 0.831 0.314 2.969
H -0.556 -0.245 2.067
H 0.508 -2.274 1.895
H 1.808 -1.556 0.963
H 2.758 -0.868 3.326
H 0.290 -1.834 4.154
H 1.666 -1.675 5.219
H 1.287 -3.249 4.448
H 3.004 -3.762 3.328
H 2.868 -3.250 1.640
H 5.046 -2.657 3.606
H 4.668 -1.371 2.481
H 6.121 -3.893 1.811
H 6.643 -1.811 -0.905
H 5.054 -1.127 -1.227
H 5.916 -0.783 0.311
H 4.666 -4.810 -0.379
H 3.415 -3.589 -0.639
H 4.792 -3.701 -1.779
H 1.142 2.918 1.018
H 0.198 2.290 2.339
H -1.799 2.124 0.901
H -0.378 4.656 0.190
H -0.755 4.280 1.881
H -2.502 5.572 0.087
H -2.984 3.924 -0.131
H -1.483 2.768 -1.425
C -2.614 5.424 -4.106
C -2.657 5.852 -5.380
C -3.136 4.964 -6.507
O -3.155 5.440 -7.623
C -3.537 3.605 -6.191
C -3.493 3.185 -4.919
C -3.035 4.082 -3.798
O -3.034 3.607 -2.666
O -3.838 1.964 -4.537
O -2.288 7.064 -5.745
H -2.272 6.052 -3.295
H -3.863 2.973 -7.003
H -3.708 1.961 -3.570
H -2.420 7.114 -6.713
C 0.218 -4.454 -3.328
C 0.782 -5.508 -3.943
C 2.142 -5.417 -4.594
O 2.585 -6.421 -5.110
C 2.836 -4.139 -4.567
C 2.266 -3.094 -3.957
C 0.923 -3.197 -3.286
O 0.499 -2.189 -2.736
O 2.831 -1.889 -3.892
O 0.201 -6.690 -4.024
H -0.754 -4.509 -2.857
H 3.801 -4.077 -5.050
H 2.201 -1.327 -3.402
H 0.819 -7.269 -4.514
C 9.250 -5.072 3.083
C 10.375 -5.186 3.805
C 10.480 -6.134 4.974
O 11.543 -6.185 5.560
C 9.314 -6.922 5.331
C 8.191 -6.804 4.610
C 8.096 -5.876 3.428
O 7.038 -5.845 2.819
O 7.083 -7.489 4.873
O 11.471 -4.486 3.554
H 9.166 -4.398 2.242
H 9.393 -7.587 6.179
H 6.432 -7.217 4.199
H 12.130 -4.765 4.220
C -5.703 -0.070 -7.723
C -6.145 -0.157 -6.462
C -7.343 -0.993 -6.093
O -7.657 -1.025 -4.917
C -8.047 -1.699 -7.145
C -7.608 -1.609 -8.409
C -6.394 -0.795 -8.776
O -6.052 -0.783 -9.943
O -8.197 -2.223 -9.425
O -5.572 0.475 -5.440
H -4.842 0.522 -8.002
H -8.915 -2.282 -6.871
H -7.680 -1.994 -10.221
H -6.107 0.220 -4.661
C 0.239 6.614 8.659
C -0.823 6.571 9.477
C -2.214 6.901 8.995
O -3.123 6.817 9.797
C -2.389 7.302 7.608
C -1.325 7.348 6.798
C 0.059 6.992 7.272
O 0.961 7.043 6.454
O -1.396 7.705 5.518
O -0.740 6.237 10.755
H 1.239 6.377 8.993
H -3.386 7.553 7.275
H -0.481 7.653 5.178
H -1.649 6.285 11.111
*
```

Output
calculated total energy = -14625.777744 Ha

Mulliken population analysis, charges in e, atoms 1 to 99:
1 C -0.910
2 C 0.468
3 O -0.585
4 N -0.107
5 C -1.011
6 C -0.457
7 C 0.467
8 C -1.531
9 C 3.111
10 C -1.845
11 Br -0.076
12 C 0.456
13 C -1.447
14 Br -0.073
15 C -1.515
16 N 2.181
17 O -0.481
18 C -1.212
19 C -1.274
20 C 0.818
21 C -1.657
22 C -1.012
23 C -0.499
24 C -1.325
25 C 1.090
26 C -1.250
27 C -0.954
28 C -2.094
29 C 1.722
30 C -0.957
31 C -0.917
32 C 0.421
33 F -0.331
34 Br -0.103
35 C 0.654
36 F -0.248
37 F -0.243
38 Br -0.132
39 N 0.352
40 H 0.339
41 H 0.278
42 H 0.269
43 H 0.297
44 H 0.315
45 H 0.433
46 H 0.104
47 H 0.459
48 H 0.704
49 H -1.065
50 H 0.687
51 H -0.162
52 H 0.283
53 H 0.374
54 H 0.453
55 H 1.034
56 H -0.379
57 H 0.390
58 H 0.786
59 H 0.299
60 H 0.332
61 H 0.352
62 H 0.462
63 H 0.289
64 H 0.386
65 H 0.472
66 H 0.580
67 H 0.342
68 H 0.482
69 H 0.180
70 H 0.280
71 H 0.333
72 H 0.284
73 H 0.389
74 H 0.338
75 H 0.067
76 H 0.406
77 H 0.398
78 H 0.438
79 H -0.535
80 H 0.408
81 H 0.594
82 H 0.524
83 H 0.174
84 H -0.028
85 C -1.224
86 C 0.265
87 C 1.019
88 O -0.597
89 C -0.845
90 C 0.144
91 C 1.105
92 O -0.564
93 O -0.517
94 O -0.572
95 H 0.515
96 H 0.505
97 H 0.206
98 H 0.366
99 C -1.300